Computed, not measured: C38H53GeN3ORuSbSi3 as an isolated structure, with ωB97M-V/def2-TZVPD.

```
101
Properties=species:S:1:pos:R:3:forces:R:3
Ru -0.17285 0.49595 -0.31955 0.15 -0.46 0.38
N 0.53312 -1.56957 -3.41127 -0.01 0.01 -0.05
C -0.17057 -2.23859 -2.41692 -0.01 -0.02 0.09
C -0.53673 -3.57040 -2.59218 0.03 -0.08 -0.05
C -1.19429 -4.19324 -1.54580 -0.01 0.02 0.04
C -1.48847 -3.50121 -0.37927 0.04 -0.01 -0.02
C -1.13601 -2.15572 -0.29382 -0.01 0.12 -0.04
N -0.47100 -1.57420 -1.31848 -0.20 0.01 0.09
C 1.41103 -0.50271 -3.30149 -0.02 0.08 0.03
C 2.19473 -0.22577 -4.43383 0.00 -0.03 -0.09
C 3.11591 0.79018 -4.38730 0.01 -0.01 -0.05
C 3.25417 1.51914 -3.21161 0.05 0.03 0.07
C 2.43124 1.19769 -2.15765 0.00 -0.12 -0.02
N 1.50728 0.21754 -2.18200 0.10 0.14 -0.03
H 0.63233 -2.09003 -4.26628 0.00 0.01 0.01
H -0.28979 -4.10185 -3.50291 0.00 0.02 0.03
H -1.48793 -5.23097 -1.64442 0.01 0.00 0.00
H -2.02402 -3.97921 0.42819 0.01 0.00 -0.02
H -1.37064 -1.58426 1.77112 0.05 0.00 0.01
H 2.06889 -0.82148 -5.33016 0.00 0.01 0.03
H 3.72678 1.00965 -5.25393 -0.01 -0.01 0.01
H 3.97415 2.32097 -3.11383 -0.03 -0.03 0.01
H 2.49202 1.75050 -1.22758 0.01 -0.01 0.02
C -1.44591 -1.16368 0.76467 0.03 -0.05 -0.19
Ge -3.27795 -0.54833 0.50709 0.00 0.02 0.00
C -3.58590 -0.31413 -1.42070 -0.01 0.00 -0.01
C -2.73254 0.48405 -2.18296 -0.12 -0.15 -0.14
C -2.91864 0.66838 -3.54518 0.00 -0.02 0.00
C -3.98190 0.04226 -4.18252 -0.02 -0.03 0.04
C -4.83591 -0.77132 -3.45031 0.04 0.02 0.03
C -4.63674 -0.94769 -2.08451 0.03 0.04 -0.04
C -3.68989 1.13968 1.42474 -0.02 0.07 0.00
C -4.15359 1.10645 2.74296 -0.02 0.06 -0.05
C -4.48374 2.27834 3.41657 0.02 0.02 -0.07
C -4.37364 3.50281 2.76963 0.01 -0.07 0.03
C -3.92039 3.55194 1.45837 0.02 -0.01 -0.03
C -3.57449 2.38170 0.79527 -0.05 -0.07 0.11
C -4.62922 -1.78562 1.22407 -0.02 -0.02 0.01
C -5.99002 -1.49939 1.07851 0.03 -0.06 0.07
C -6.95938 -2.33004 1.62586 0.05 0.01 -0.01
C -6.58202 -3.46147 2.34006 0.05 0.03 -0.02
C -5.23506 -3.75134 2.50900 -0.02 0.04 -0.03
C -4.26957 -2.91656 1.95473 -0.09 0.00 -0.03
H -1.86510 0.95732 -1.72982 0.01 0.26 0.10
H -2.23378 1.29528 -4.10511 -0.01 -0.01 0.01
H -4.13930 0.18277 -5.24483 0.00 0.00 0.01
H -5.66099 -1.27233 -3.94215 0.01 0.00 0.01
H -5.30768 -1.59585 -1.53330 -0.01 0.00 -0.01
H -4.27910 0.15296 3.24672 0.01 0.02 0.00
H -4.83693 2.23265 4.43937 0.00 0.00 -0.01
H -4.63431 4.41699 3.28831 0.00 -0.01 0.00
H -3.83240 4.50731 0.95194 0.01 -0.05 0.02
H -3.22204 2.43744 -0.22755 0.00 0.02 -0.02
H -6.29973 -0.60619 0.54461 0.00 -0.01 0.00
H -8.00908 -2.09123 1.50273 0.02 -0.01 0.00
H -7.33628 -4.10917 2.76952 0.01 0.01 0.00
H -4.93474 -4.62420 3.07616 -0.01 0.01 -0.01
H -3.22051 -3.14742 2.10451 -0.02 0.02 0.02
O -0.82169 0.81809 3.35266 0.03 -0.07 0.17
H -1.74551 1.02926 3.16975 0.00 0.03 -0.06
H -0.56385 0.24384 2.61694 -0.06 0.10 -0.11
C 6.31172 1.52429 -0.69451 -0.02 -0.04 -0.09
Si 5.08566 2.52946 0.31884 0.04 0.05 -0.04
C 5.68261 4.30866 0.44065 0.01 0.06 0.01
C 4.89085 1.78224 2.02689 -0.04 -0.05 0.04
Sb 0.48119 2.77310 0.75247 0.02 0.13 -0.24
Si 0.68470 4.14617 2.87621 -0.10 -0.03 0.04
C 1.75471 5.64178 2.50575 0.07 0.04 -0.05
C 1.46677 3.13176 4.23308 0.02 -0.03 0.05
C -1.01153 4.71686 3.41333 -0.07 0.00 0.01
Si 0.56253 4.47565 -1.13637 0.02 0.05 -0.01
C 0.11346 3.59239 -2.74310 0.08 0.07 -0.09
C 2.23427 5.29031 -1.39918 0.11 0.00 0.00
C -0.72421 5.81230 -0.83835 -0.05 0.02 0.11
H 7.26668 1.44605 -0.16216 -0.03 0.01 -0.01
H 6.50443 1.99715 -1.66113 0.00 -0.04 0.04
H 5.94554 0.51187 -0.88179 0.03 0.05 0.01
H 6.73343 4.34146 0.75188 -0.05 -0.01 0.01
H 5.09498 4.86730 1.17324 0.02 -0.01 -0.04
H 5.60181 4.82782 -0.51735 0.02 -0.02 0.04
H 5.86963 1.54335 2.45748 -0.02 0.02 -0.01
H 4.29664 0.86600 2.00368 0.04 0.03 0.01
H 4.38988 2.48732 2.69192 -0.01 -0.02 0.01
H 2.78613 5.33961 2.30005 -0.06 0.04 -0.02
H 1.76354 6.31298 3.37147 0.01 -0.04 -0.04
H 1.38733 6.20743 1.64466 0.02 -0.03 0.07
H 2.52009 2.93385 4.02575 -0.02 -0.03 0.01
H 0.94351 2.18056 4.35106 0.02 0.07 -0.02
H 1.40522 3.68239 5.17844 0.02 -0.02 -0.05
H -1.49268 5.32419 2.64184 0.01 -0.03 0.04
H -0.93627 5.31449 4.32849 0.00 -0.02 -0.04
H -1.65459 3.85638 3.61329 0.02 0.06 -0.01
H 1.00976 3.23094 -3.25633 -0.10 0.02 0.04
H -0.40234 4.28691 -3.41450 0.04 -0.02 0.02
H -0.54363 2.73903 -2.57698 -0.07 -0.05 0.02
H 3.01015 4.52862 -1.53340 -0.04 0.05 0.01
H 2.52946 5.91985 -0.55566 -0.02 -0.05 -0.04
H 2.20885 5.91385 -2.29991 0.01 -0.02 0.05
H -1.72526 5.37142 -0.82547 0.03 0.04 0.02
H -0.69349 6.56580 -1.63165 0.00 -0.03 0.02
H -0.56742 6.31912 0.11933 -0.03 -0.03 -0.08
```
Positions in Å, forces in eV/Å.

## Properties
**2S+1**: 6
**Frontier orbital gap (spin up / spin down)**: 6.57 / 6.00 eV
**E_tot**: -136051.3403 eV
**LUMO energy (spin up / spin down)**: 0.5 / -0.8 eV
**Highest occupied orbital energy (spin up / spin down)**: -6.0889 / -6.8417 eV
**⟨S²⟩**: 8.77
**Net charge**: 0

***

Computed, not measured: C38H54Cl2CuN3P3 as an isolated structure, with ωB97M-V/def2-TZVPD.

```
101
Properties=species:S:1:pos:R:3:forces:R:3
Cu -0.09370 0.30402 -0.82915 0.29 -0.34 0.20
C -0.11221 0.72049 2.32333 0.00 -0.10 0.13
P -1.05185 -0.54990 3.26705 0.02 -0.03 -0.09
C -0.34785 -2.10338 2.52479 0.02 0.07 -0.02
N 0.37045 -2.83213 3.33769 -0.06 0.04 0.00
C 0.81537 -4.05661 2.95265 0.03 0.03 0.07
C 1.62610 -4.82040 3.82146 0.00 0.01 0.00
C 2.05252 -6.05666 3.42673 -0.02 -0.06 -0.08
C 1.68336 -6.57950 2.16254 0.03 0.03 0.08
C 0.90693 -5.84808 1.30883 -0.02 0.01 -0.01
C 0.47039 -4.56198 1.69869 -0.03 -0.04 -0.11
N -0.25595 -3.79986 0.83859 -0.01 0.03 -0.16
C -0.65194 -2.60304 1.18112 0.05 -0.11 -0.06
P -1.30643 -1.63486 -0.29341 -0.09 -0.08 0.18
C -1.22981 -2.92375 -1.59604 0.01 0.08 0.11
C -3.16549 -1.44087 -0.13415 0.02 -0.06 0.08
C -3.66699 -0.98616 -1.51360 0.00 -0.03 0.02
C -3.49684 -0.34717 0.88211 -0.02 0.06 -0.02
C -3.84479 -2.74992 0.27364 -0.02 0.05 0.07
C -0.27658 -0.39780 4.96344 -0.01 -0.04 -0.02
C -0.81313 -1.51582 5.86530 0.01 -0.04 0.00
C -0.83454 0.93185 5.49814 0.01 0.03 0.07
C 1.25105 -0.34868 4.99984 0.02 -0.01 0.04
H -0.26437 1.69357 2.79032 0.00 0.01 -0.01
H -0.49230 0.80842 1.30444 -0.03 0.03 0.05
H 0.95419 0.49596 2.30172 -0.13 -0.05 0.08
H 1.89061 -4.40337 4.78499 -0.01 0.01 -0.01
H 2.67581 -6.64840 4.08474 -0.01 -0.01 -0.01
H 2.02494 -7.56541 1.87450 0.00 0.01 0.01
H 0.61600 -6.22025 0.33371 0.01 0.03 0.03
H -1.61061 -3.87569 -1.23751 -0.05 -0.01 -0.02
H -0.21460 -3.07027 -1.94379 0.10 -0.01 0.02
H -1.82126 -2.56953 -2.43584 0.00 0.04 -0.05
H -3.07058 -0.15865 -1.90193 -0.01 -0.04 0.03
H -4.69510 -0.62865 -1.40950 0.04 -0.01 0.01
H -3.68176 -1.79846 -2.23877 0.01 -0.04 0.00
H -2.93220 0.56845 0.68249 -0.02 -0.04 -0.01
H -3.30545 -0.67143 1.90407 -0.01 0.03 -0.07
H -4.56023 -0.10146 0.80080 0.03 -0.02 0.00
H -3.77375 -3.51330 -0.50176 0.05 0.00 0.00
H -4.90776 -2.55839 0.45032 0.02 -0.01 -0.02
H -3.42419 -3.15443 1.19815 -0.03 0.02 -0.01
H -1.90277 -1.57894 5.80295 0.01 0.00 0.01
H -0.55077 -1.29667 6.90544 0.00 0.00 -0.04
H -0.39395 -2.48468 5.60015 -0.02 0.05 0.01
H -1.92699 0.95461 5.46680 0.04 -0.02 0.00
H -0.45869 1.79391 4.94476 0.00 -0.02 0.01
H -0.52473 1.05002 6.54082 -0.01 0.01 -0.03
H 1.69971 -1.22509 4.53241 -0.04 0.05 0.04
H 1.58340 -0.31203 6.04322 0.00 0.02 -0.04
H 1.63004 0.54907 4.50702 0.01 -0.01 -0.01
C 2.88578 -1.58736 0.75575 0.02 -0.04 0.04
C 3.11310 -1.50970 -0.76376 -0.11 -0.02 0.01
C 2.50790 -2.76748 -1.38977 0.06 -0.01 -0.04
C 4.62295 -1.50503 -1.01287 0.03 0.03 0.04
P 2.17492 0.03222 -1.33607 0.05 0.14 -0.03
C 3.28003 1.29373 -0.59655 0.07 -0.03 0.06
C 4.45494 1.77600 -1.17394 -0.02 0.08 -0.05
C 5.28602 2.64617 -0.48220 -0.03 -0.04 0.00
C 4.97042 3.02995 0.81404 0.00 -0.02 0.02
C 3.81225 2.54986 1.40766 -0.02 0.01 -0.04
C 2.97449 1.69712 0.70173 -0.03 0.08 -0.04
C 2.22843 0.25167 -3.20478 -0.05 -0.07 0.01
C 3.44779 -0.29209 -3.95196 0.02 0.11 -0.03
C 2.06440 1.75257 -3.47853 -0.11 0.08 0.05
C 0.97276 -0.44551 -3.75908 0.02 -0.01 -0.01
H 3.16668 -2.58631 1.10760 0.01 0.05 -0.01
H 1.83722 -1.42434 1.01831 0.01 -0.02 -0.02
H 3.49156 -0.85633 1.29484 -0.03 -0.02 -0.02
H 3.12953 -3.62930 -1.12671 -0.03 0.02 0.02
H 2.45482 -2.72238 -2.47752 0.02 0.00 -0.02
H 1.51530 -2.95768 -0.99573 -0.14 -0.01 0.03
H 5.04895 -2.37365 -0.50008 0.00 0.02 -0.03
H 5.10932 -0.61781 -0.60689 -0.03 -0.03 -0.02
H 4.87693 -1.59340 -2.06690 -0.01 0.03 -0.05
H 4.72994 1.48465 -2.17864 0.02 0.00 0.05
H 6.18545 3.01916 -0.95647 -0.02 -0.01 0.01
H 5.62342 3.70298 1.35596 -0.02 -0.01 -0.01
H 3.54669 2.85531 2.41223 0.00 -0.01 -0.01
H 2.05057 1.35637 1.15210 0.14 0.11 -0.10
H 4.38391 0.16295 -3.62908 -0.02 -0.04 -0.02
H 3.32767 -0.07065 -5.01762 0.01 -0.01 0.04
H 3.54242 -1.37208 -3.85382 0.00 -0.05 0.02
H 2.92695 2.33788 -3.16360 -0.03 -0.01 -0.03
H 1.18248 2.15405 -2.96634 0.08 -0.04 -0.04
H 1.92728 1.89830 -4.55424 -0.01 -0.01 0.03
H 1.00790 -1.52819 -3.63232 0.00 -0.03 0.02
H 0.89085 -0.23574 -4.83006 0.02 -0.02 0.03
H 0.06169 -0.07543 -3.27879 0.03 0.03 -0.02
Cl -4.08444 2.29706 -1.90349 -0.02 -0.05 -0.02
C -2.81357 3.46217 -1.78133 0.17 0.03 0.02
C -3.11106 4.75439 -2.14962 0.08 0.00 0.05
C -2.14555 5.75037 -2.04147 0.04 0.03 0.01
C -0.89408 5.44117 -1.51776 -0.15 -0.02 -0.04
C -0.61595 4.15426 -1.11563 -0.12 -0.15 -0.03
Cl 0.94560 3.85501 -0.44992 0.21 -0.15 0.11
C -1.52138 3.02679 -1.26940 -0.20 0.17 0.11
N -1.23677 1.78137 -1.00390 -0.08 0.45 -0.52
H -4.09822 4.98232 -2.52830 0.00 -0.01 0.01
H -2.37166 6.76306 -2.35075 0.01 -0.04 0.02
H -0.13737 6.20577 -1.40783 0.01 0.00 0.00
```
Positions in Å, forces in eV/Å.

## Properties
**2S+1**: 2
**Frontier orbital gap (spin up / spin down)**: 6.45 / 6.20 eV
**E_tot**: -142304.0009 eV
**LUMO energy (spin up / spin down)**: -0.3 / -0.4 eV
**Highest occupied orbital energy (spin up / spin down)**: -6.7758 / -6.5653 eV
**⟨S²⟩**: 0.80
**Net charge**: 0